(1)
The following is a DFT calculation (the ωB97M-V functional and the def2-TZVPD basis) of a structure of composition C47H40N6O2PSSm.

Properties
electronic energy: -3691.18024 Ha
net charge: +2
2S+1: 6
gap between HOMO and LUMO (alpha / beta): 6.7 / 6.7 eV

CARTESIAN COORDINATES (ANGSTROEM)
Sm 0.957 0.692 -0.202
C 4.392 -0.652 -3.031
C 3.732 -0.312 -1.849
N 2.801 0.622 -1.788
C 2.445 1.319 -2.917
C 3.042 1.009 -4.154
C 4.032 0.003 -4.175
C 2.675 1.714 -5.325
C 1.751 2.701 -5.216
C 1.154 3.033 -3.974
C 1.462 2.380 -2.797
N 0.977 2.589 -1.514
C 0.151 3.609 -1.051
C -0.529 4.580 -1.755
C -1.323 5.575 -1.127
C -1.473 5.620 0.218
C -0.838 4.621 0.997
C -0.970 4.586 2.401
C -0.375 3.599 3.135
C 0.340 2.615 2.447
N 0.482 2.612 1.136
C -0.062 3.622 0.382
H 5.164 -1.409 -3.022
H 3.982 -0.810 -0.918
H 4.515 -0.230 -5.118
H 3.143 1.470 -6.271
H 1.460 3.269 -6.091
H 0.462 3.853 -3.983
H -0.467 4.629 -2.825
H -1.805 6.317 -1.751
H -2.059 6.391 0.703
H -1.550 5.361 2.889
H -0.451 3.561 4.213
H 0.809 1.802 2.992
O 3.487 1.705 0.914
N 2.947 0.502 1.394
C 3.251 0.351 2.619
C 2.752 -0.718 3.501
C 3.580 -0.964 4.597
C 3.277 -1.953 5.514
C 2.118 -2.695 5.351
C 1.275 -2.438 4.279
C 1.566 -1.453 3.339
P 0.366 -1.215 1.957
C -1.240 -1.098 2.815
C -2.418 -1.526 2.200
C -3.652 -1.302 2.796
C -3.725 -0.630 4.009
C -2.561 -0.187 4.625
C -1.326 -0.422 4.033
C 0.437 -2.872 1.175
C 1.479 -3.071 0.268
C 1.678 -4.301 -0.338
C 0.818 -5.355 -0.053
C -0.219 -5.174 0.852
C -0.404 -3.943 1.472
H 3.638 1.573 -0.035
H 3.953 1.065 3.043
H 4.480 -0.372 4.721
H 3.937 -2.137 6.351
H 1.863 -3.469 6.062
H 0.365 -3.020 4.179
H -2.382 -2.033 1.244
H -4.556 -1.658 2.316
H -4.685 -0.463 4.481
H -2.613 0.330 5.576
H -0.426 -0.091 4.541
H 2.167 -2.263 0.042
H 2.506 -4.443 -1.022
H 0.969 -6.321 -0.520
H -0.876 -6.000 1.095
H -1.199 -3.835 2.196
O 0.192 -0.980 -1.624
S -0.791 -1.248 -2.777
C -0.077 -2.572 -3.756
C -1.260 -3.477 -4.085
C -1.998 -3.681 -2.758
C -2.089 -2.307 -2.078
H 0.649 -3.056 -3.098
H 0.425 -2.135 -4.618
H -0.916 -4.415 -4.518
H -1.911 -3.002 -4.822
H -1.435 -4.366 -2.123
H -2.989 -4.106 -2.907
H -1.871 -2.327 -1.009
H -3.040 -1.799 -2.242
N -6.743 2.645 -1.247
C -5.642 2.347 -1.106
C -4.260 1.964 -0.925
C -3.389 1.944 -2.006
C -2.079 1.569 -1.786
N -1.615 1.203 -0.586
C -2.459 1.256 0.453
C -3.785 1.624 0.333
H -3.718 2.232 -2.995
H -1.365 1.578 -2.600
H -2.055 1.013 1.428
H -4.429 1.649 1.202



(2)
The following is a DFT calculation (the ωB97M-V functional and the def2-TZVPD basis) of a structure of composition H12O6.

Properties
electronic energy: -458.45341 Ha
net charge: 0
2S+1: 1
gap between HOMO and LUMO: 7.9 eV
energy above the lowest of the compared OMol25 structures with the same formula, charge and spin: 575.14 kJ/mol

CARTESIAN COORDINATES (ANGSTROEM)
H -0.405 -0.100 1.366
H 0.107 -0.148 -0.036
H 0.087 2.218 1.125
H -0.147 1.543 2.439
H 2.148 -0.884 -1.996
H 1.387 -1.763 -0.851
H 3.107 1.650 -1.610
H 4.051 0.796 -2.512
H -2.655 0.932 4.685
H -2.924 -0.402 3.836
H -2.577 -2.237 -3.070
H -1.100 -1.963 -3.696
O -0.529 0.416 0.553
O -0.594 1.727 1.664
O 1.497 -0.904 -1.214
O 3.686 0.897 -1.595
O -3.040 0.054 4.716
O -2.099 -1.830 -3.804



(3)
The following is a DFT calculation (the ωB97M-V functional and the def2-TZVPD basis) of a structure of composition C2H3ClO2.

Properties
electronic energy: -688.60962 Ha
net charge: 0
2S+1: 1
gap between HOMO and LUMO: 9.9 eV
energy above the lowest of the compared OMol25 structures with the same formula, charge and spin: 195.73 kJ/mol

CARTESIAN COORDINATES (ANGSTROEM)
C -0.227 -0.104 1.261
C 0.038 -0.418 -0.627
O -0.401 -0.669 2.323
O -0.595 0.586 -1.259
Cl 1.797 -0.401 -0.797
H -0.384 -1.381 -0.892
H -0.182 1.001 1.253
H -0.047 1.384 -1.261



(4)
The following is a DFT calculation (the ωB97M-V functional and the def2-TZVPD basis) of a structure of composition C13H11IrN2O9.

Properties
electronic energy: -1393.03372 Ha
net charge: 0
2S+1: 1
gap between HOMO and LUMO: 8.0 eV

CARTESIAN COORDINATES (ANGSTROEM)
Ir -0.076 0.039 -0.294
O 2.183 -1.918 2.505
C 1.196 -1.517 1.944
O 1.133 -1.223 0.658
C -0.127 -1.400 2.687
C -1.278 -1.883 1.799
C -2.526 -2.088 2.660
C -2.946 -0.615 2.961
C -1.865 0.171 2.218
O -1.624 -0.678 1.062
C -0.543 0.058 2.983
C 0.452 1.090 2.474
O 1.150 1.703 3.241
O 0.414 1.295 1.170
H 0.002 -1.989 3.591
H -1.036 -2.689 1.116
H -3.294 -2.610 2.094
H -2.304 -2.659 3.558
H -3.928 -0.392 2.547
H -2.953 -0.383 4.023
H -2.138 1.173 1.903
H -0.638 0.256 4.048
O 0.821 1.429 -5.894
C 1.925 1.599 -5.184
O 2.956 1.990 -5.662
C 1.861 1.285 -3.724
C 2.949 1.424 -2.880
N 2.559 1.064 -1.649
N 1.281 0.700 -1.650
C 0.834 0.824 -2.889
C -0.594 0.457 -3.090
O -1.125 0.526 -4.175
O -1.170 0.068 -1.980
H 0.060 1.103 -5.356
H 3.946 1.756 -3.113
H 3.093 1.042 -0.792



(5)
The following is a DFT calculation (the ωB97M-V functional and the def2-TZVPD basis) of a structure of composition FH2O2P.

Properties
electronic energy: -592.89340 Ha
net charge: 0
2S+1: 1
gap between HOMO and LUMO: 10.0 eV
energy above the lowest of the compared OMol25 structures with the same formula, charge and spin: 231.37 kJ/mol

CARTESIAN COORDINATES (ANGSTROEM)
O -0.601 1.410 0.278
O 1.540 -0.715 -0.418
F -1.259 -0.891 0.458
P -0.527 0.125 -0.659
H -0.844 1.623 1.214
H 1.691 -1.552 -0.874



(6)
The following is a DFT calculation (the ωB97M-V functional and the def2-TZVPD basis) of a cluster of 6 separate species, C17H36FO13S3 in total.

Properties
electronic energy: -2941.66539 Ha
net charge: 0
2S+1: 2
gap between HOMO and LUMO (alpha / beta): 10.8 / 5.3 eV

CARTESIAN COORDINATES (ANGSTROEM)
F 15.601 14.724 -0.617
O 12.217 19.651 1.165
C 12.930 18.776 1.656
O 12.938 17.438 1.362
C 13.807 16.700 2.168
C 14.742 17.779 2.755
C 13.862 19.038 2.781
H 14.470 16.079 1.565
H 13.303 16.040 2.875
H 15.643 17.852 2.146
H 15.013 17.526 3.780
H 14.488 19.915 2.622
H 13.402 19.088 3.769
O 13.460 13.245 5.424
C 13.540 13.008 4.242
O 14.595 13.411 3.565
C 14.407 13.114 2.221
C 13.370 11.964 2.177
C 12.575 12.226 3.415
H 15.376 12.829 1.812
H 14.077 13.934 1.584
H 13.842 10.981 2.189
H 12.794 11.988 1.251
H 12.418 11.221 3.805
H 11.648 12.770 3.230
O 14.135 13.325 -3.039
S 12.975 14.052 -3.533
O 12.431 13.826 -4.876
O 11.749 13.928 -2.480
C 11.919 13.818 -1.056
C 11.166 14.879 -0.335
C 13.323 15.808 -3.387
H 12.956 13.895 -0.728
H 11.443 12.863 -0.833
H 11.120 14.870 0.754
H 10.092 14.832 -0.518
H 11.511 15.832 -0.738
H 12.367 16.325 -3.471
H 14.042 16.077 -4.161
H 13.724 15.816 -2.374
O 19.036 17.634 -1.254
S 19.018 16.290 -0.630
O 18.679 15.109 -1.429
O 20.505 16.097 0.080
C 20.696 14.885 0.802
C 22.214 14.796 1.287
C 17.992 16.164 0.878
H 20.324 13.967 0.348
H 20.106 14.872 1.719
H 22.890 14.606 0.453
H 22.451 14.084 2.078
H 22.434 15.788 1.681
H 17.038 16.621 0.616
H 18.552 16.702 1.643
H 17.539 15.218 1.174
O 16.880 20.141 -2.534
S 16.089 19.512 -1.418
O 16.410 19.682 0.023
O 14.545 20.108 -1.434
C 14.331 21.488 -1.789
C 14.533 22.403 -0.552
C 15.575 17.829 -1.671
H 13.324 21.578 -2.196
H 14.994 21.619 -2.645
H 13.894 22.039 0.252
H 14.312 23.426 -0.860
H 15.539 22.408 -0.133
H 16.480 17.231 -1.780
H 14.950 17.823 -2.564
H 15.070 17.490 -0.767



(7)
The following is a DFT calculation (the ωB97M-V functional and the def2-TZVPD basis) of a structure of composition C11H32B4HfNO7S.

Properties
electronic energy: -1564.94565 Ha
net charge: -2
2S+1: 2
gap between HOMO and LUMO (alpha / beta): 2.5 / 6.7 eV

CARTESIAN COORDINATES (ANGSTROEM)
Hf 1.907 2.511 -0.100
B 2.614 3.887 1.760
H 3.019 4.518 2.536
H 2.431 4.399 0.828
H 3.308 3.098 1.512
H 1.648 3.460 1.982
B 3.904 1.079 -0.740
H 4.239 1.291 -1.744
H 2.875 0.773 -0.843
H 4.436 0.300 -0.215
H 3.988 1.963 -0.127
B -0.346 3.271 0.161
H -0.134 2.460 -0.518
H -0.131 2.895 1.149
H 0.384 4.051 0.012
H -1.370 3.607 0.101
B 1.192 1.788 -2.587
H 0.391 1.477 -3.240
H 2.159 1.617 -3.033
H 1.164 2.835 -2.326
H 1.177 1.203 -1.680
C 0.611 -0.664 2.961
C 1.104 0.239 1.741
O 0.616 0.386 0.635
O 2.094 0.999 1.807
H 1.103 -0.589 3.930
H 0.475 -1.738 2.829
H -0.450 -0.423 3.029
C 1.684 -2.378 -1.709
C 2.299 -3.598 -1.737
C 1.636 -4.724 -1.447
C 0.206 -4.691 -0.954
C -0.451 -3.463 -1.060
C 0.298 -2.250 -1.405
N -0.525 -5.886 -0.458
O -1.524 -5.663 0.183
O 0.006 -6.955 -0.553
H 2.385 -1.568 -1.849
H 3.346 -3.693 -1.984
H 2.026 -5.707 -1.664
H -1.366 -3.111 -0.607
H -0.126 -1.263 -1.297
O -5.620 -0.020 -1.613
S -4.671 0.558 -0.589
O -5.064 1.528 0.396
O -3.863 -0.663 0.165
C -3.005 -0.262 1.216
C -3.810 -0.482 2.522
C -3.135 1.283 -1.478
H -2.518 0.693 1.015
H -2.087 -0.849 1.230
H -3.611 0.218 3.334
H -3.385 -1.417 2.886
H -4.886 -0.507 2.346
H -3.561 1.684 -2.398
H -2.390 0.489 -1.523
H -2.697 2.005 -0.789



(8)
The following is a DFT calculation (the ωB97M-V functional and the def2-TZVPD basis) of the ion C7H17NP with charge +1.

Properties
electronic energy: -672.58435 Ha
net charge: +1
2S+1: 1
gap between HOMO and LUMO (alpha / beta): 6.0 / 8.3 eV
energy above the lowest of the compared OMol25 structures with the same formula, charge and spin: 374.40 kJ/mol

CARTESIAN COORDINATES (ANGSTROEM)
C -1.866 -0.530 0.900
C -0.896 0.591 1.418
C -3.382 0.598 -0.795
C 2.068 -0.126 1.395
C 1.379 -0.963 -0.975
C 2.657 1.067 -0.846
C 1.668 0.237 -0.094
N -3.222 -0.079 0.495
P 0.128 1.287 -0.001
H -1.560 -1.063 -0.011
H -1.947 -1.361 1.632
H -1.518 1.413 1.788
H -0.233 0.254 2.338
H -4.334 1.160 -0.773
H -3.378 -0.194 -1.548
H 3.105 -0.504 1.568
H 1.970 0.788 1.871
H 1.383 -0.853 1.535
H 0.455 -1.505 -0.692
H 2.182 -1.706 -1.095
H 1.112 -0.592 -1.993
H 2.255 1.769 -1.575
H 3.321 1.526 -0.078
H 3.367 0.538 -1.526
H -3.890 -0.866 0.497
H -3.386 0.732 1.197